No. 1
# C2O3

A cluster of 2 separate species, C2O3 in total in a non-equilibrium geometry (ωB97M-V with the def2-TZVPD basis set, the Open Molecules 2025 dataset).

XYZ file:
```
5
Properties=species:S:1:pos:R:3:nbo_charge:R:1
C 1.020 0.061 -1.172 1.025
C -1.463 0.023 1.225 0.499
O 1.189 0.679 -0.225 -0.509
O -1.646 -0.215 2.321 -0.499
O 0.900 -0.547 -2.149 -0.516
```

Computed properties:
HOMO-LUMO gap ... 0.498 Ha
DFT total energy ... -301.963131 Ha
Energy relative to the best compared isomer or geometry (same formula, charge and spin) ... 0.008 eV
2S+1 ... 1

No. 2
# C2O4Sm

A structure of composition C2O4Sm in a non-equilibrium geometry (ωB97M-V with the def2-TZVPD basis set, the Open Molecules 2025 dataset).

XYZ file:
```
7
Properties=species:S:1:pos:R:3:mulliken_charge:R:1
O 0.881 -0.908 1.151 -0.441
C 0.380 -0.121 0.403 0.508
O 1.047 0.678 -0.391 -0.722
C -1.155 0.032 0.375 0.676
O -1.737 0.891 0.988 -0.454
O -1.690 -0.892 -0.367 -0.242
Sm 2.274 0.320 -2.159 1.675
```

Computed properties:
Net charge ... +1
HOMO-LUMO gap (spin up / spin down) ... 0.262 / 0.247 Ha
DFT total energy ... -1034.736077 Ha
2S+1 ... 6

No. 3
# C30H17Co2NO7

A structure of composition C30H17Co2NO7 in a non-equilibrium geometry (ωB97M-V with the def2-TZVPD basis set, the Open Molecules 2025 dataset).

XYZ file:
```
57
Properties=species:S:1:pos:R:3:nbo_charge:R:1
C -3.223 2.332 1.037 -0.260
C -1.920 1.892 1.321 -0.207
C -1.420 0.777 0.628 -0.231
C -2.163 0.135 -0.379 -0.009
C -1.413 -0.847 -1.247 -0.322
C -0.478 -1.758 -0.374 0.554
O 0.584 -2.137 -0.860 -0.566
C -0.683 -2.175 1.068 -0.127
C -1.936 -2.174 1.672 -0.165
C -2.120 -2.330 3.058 -0.234
C -1.007 -2.619 3.881 -0.223
C 0.270 -2.762 3.282 -0.245
C 0.407 -2.568 1.893 -0.167
C -2.333 -1.743 -1.877 0.310
N -3.087 -2.397 -2.474 -0.446
C -3.414 0.674 -0.719 -0.220
C -3.939 1.772 -0.024 -0.213
H -3.630 3.192 1.574 0.193
H -1.314 2.350 2.125 0.203
H -0.406 0.423 0.852 0.214
H -2.769 -2.033 0.987 0.233
H -3.140 -2.199 3.470 0.208
H -1.167 -2.729 4.969 0.199
H 1.140 -2.993 3.936 0.205
H 1.385 -2.757 1.448 0.231
H -3.972 0.232 -1.539 0.226
H -4.944 2.150 -0.265 0.200
O 2.612 3.468 -1.657 -0.596
C 2.394 2.981 -2.683 0.431
Co 2.209 2.207 -4.241 -0.060
C 2.720 3.452 -5.344 0.401
O 3.182 4.270 -6.033 -0.617
C 3.654 1.240 -4.236 0.515
O 4.599 0.584 -4.257 -0.588
C 0.764 0.757 -4.894 -0.321
C 1.257 -0.091 -6.011 -0.075
C 1.884 0.454 -7.150 -0.133
C 2.316 -0.384 -8.182 -0.249
C 2.114 -1.764 -8.095 -0.259
C 1.479 -2.319 -6.971 -0.224
C 1.049 -1.479 -5.937 -0.203
C -0.151 0.533 -3.843 -0.113
C -0.382 0.110 -2.500 -0.470
Co -0.246 2.198 -4.643 -0.120
C -1.973 2.062 -4.917 0.596
O -3.129 1.957 -5.037 -0.563
C 0.085 3.313 -5.990 0.545
O 0.102 4.043 -6.888 -0.579
C -0.237 3.265 -3.198 0.510
O -0.505 3.919 -2.294 -0.566
H 2.020 1.536 -7.225 0.211
H 2.823 0.037 -9.046 0.192
H 2.440 -2.436 -8.894 0.186
H 1.312 -3.385 -6.869 0.195
H 0.544 -1.867 -5.046 0.225
H -0.428 1.003 -1.823 0.168
H 0.399 -0.623 -2.247 0.222
```

Computed properties:
Net charge ... -2
HOMO-LUMO gap ... 0.147 Ha
DFT total energy ... -4500.224110 Ha
Energy relative to the best compared isomer or geometry (same formula, charge and spin) ... 2.073 eV
2S+1 ... 1

No. 4
# C30H18BrF3IrN3OS

A structure of composition C30H18BrF3IrN3OS (ωB97M-V with the def2-TZVPD basis set, the Open Molecules 2025 dataset).

XYZ file:
```
58
Properties=species:S:1:pos:R:3:nbo_charge:R:1
Ir -0.168 0.251 0.424 1.038
Br -4.115 4.438 4.953 0.132
C -2.986 3.205 4.099 -0.087
C -2.778 1.944 4.668 -0.178
C -1.945 1.043 4.054 -0.227
C -1.309 1.352 2.837 0.416
O -0.539 0.403 2.340 -0.509
C -1.523 2.637 2.261 -0.184
C -0.774 3.133 1.136 0.220
N -0.074 2.365 0.382 -0.486
C 0.984 2.818 -0.438 0.095
C 1.123 4.052 -1.010 -0.186
C 2.297 4.377 -1.719 -0.185
C 3.328 3.485 -1.823 -0.150
C 3.216 2.200 -1.241 -0.108
C 4.235 1.221 -1.289 -0.091
C 4.039 0.000 -0.706 -0.246
C 2.809 -0.280 -0.088 0.111
N 1.848 0.620 -0.023 -0.466
C 2.030 1.865 -0.568 0.222
C -2.353 3.549 2.928 -0.174
H -3.272 1.685 5.595 0.248
H -1.769 0.064 4.479 0.251
H -0.717 4.216 1.026 0.199
H 0.333 4.789 -0.935 0.234
H 2.379 5.355 -2.172 0.240
H 4.235 3.748 -2.350 0.235
H 5.166 1.451 -1.792 0.240
H 4.801 -0.765 -0.724 0.249
H 2.575 -1.249 0.337 0.258
H -2.491 4.539 2.511 0.236
F -4.402 0.093 -4.219 -0.309
C -3.961 0.155 -2.960 0.982
F -4.531 -0.841 -2.273 -0.305
F -4.399 1.308 -2.432 -0.313
C -2.458 0.074 -2.900 -0.205
C -1.681 0.061 -4.040 -0.083
C -0.293 0.021 -3.938 -0.270
C 0.282 0.009 -2.689 0.077
N -0.471 0.018 -1.585 -0.452
C -1.822 0.044 -1.660 0.109
S -2.462 0.046 -0.044 0.068
H -2.158 0.081 -5.010 0.252
H 0.331 -0.009 -4.819 0.245
H 1.354 -0.042 -2.553 0.215
C 0.061 -1.714 0.610 -0.260
C 0.247 -2.899 0.760 -0.122
C 0.468 -4.310 0.940 -0.045
C 1.761 -4.828 1.014 -0.207
C 1.964 -6.187 1.188 -0.207
C 0.879 -7.046 1.290 -0.201
C -0.411 -6.539 1.219 -0.203
C -0.618 -5.180 1.044 -0.201
H 2.608 -4.157 0.940 0.204
H 2.972 -6.576 1.246 0.218
H 1.039 -8.108 1.427 0.220
H -1.260 -7.204 1.299 0.221
H -1.622 -4.782 0.988 0.221
```

Computed properties:
Net charge ... +1
HOMO-LUMO gap (spin up / spin down) ... 0.227 / 0.164 Ha
DFT total energy ... -4769.454923 Ha
Energy relative to the best compared isomer or geometry (same formula, charge and spin) ... 0.798 eV
2S+1 ... 2

What did the second record say?
# C2O4Sm

A structure of composition C2O4Sm in a non-equilibrium geometry (ωB97M-V with the def2-TZVPD basis set, the Open Molecules 2025 dataset).

XYZ file:
```
7
Properties=species:S:1:pos:R:3:mulliken_charge:R:1
O 0.881 -0.908 1.151 -0.441
C 0.380 -0.121 0.403 0.508
O 1.047 0.678 -0.391 -0.722
C -1.155 0.032 0.375 0.676
O -1.737 0.891 0.988 -0.454
O -1.690 -0.892 -0.367 -0.242
Sm 2.274 0.320 -2.159 1.675
```

Computed properties:
Net charge ... +1
HOMO-LUMO gap (spin up / spin down) ... 0.262 / 0.247 Ha
DFT total energy ... -1034.736077 Ha
2S+1 ... 6